Arrangement P

The following is a quantum chemistry calculation of 2 unconnected molecules or ions with the total composition C5H13NS2, from the OMol25 dataset.

Last column: Mulliken charge in e.
Cartesian coordinates (Å):
S  -2.896  0.001  -0.440  -0.367
S  1.755  1.744  -0.552  -0.083
C  -0.046  1.937  -0.284  -0.473
C  -0.580  1.560  1.087  -0.527
C  -0.471  0.097  1.313  -0.322
N  0.798  -0.657  0.946  -0.351
C  0.405  -1.352  -0.418  -0.146
C  1.745  -2.084  -0.901  -0.970
H  -3.224  -0.057  -1.743  0.113
H  -0.574  1.363  -1.050  0.149
H  -0.261  2.992  -0.453  0.465
H  -1.673  1.752  1.152  0.368
H  -0.230  2.199  1.927  0.333
H  -0.399  0.019  2.388  0.243
H  -1.420  -0.218  0.841  0.086
H  1.363  0.105  0.597  0.092
H  -0.105  -0.697  -1.196  0.133
H  -0.300  -2.134  -0.087  0.377
H  1.494  -2.561  -1.893  0.337
H  2.474  -1.255  -1.105  0.229
H  2.147  -2.755  -0.129  0.314

Values from the calculation:
Spin multiplicity = 1
Gap between HOMO and LUMO = 3.6 eV

Arrangement Q

The following is a quantum chemistry calculation of 2 unconnected molecules or ions with the total composition C5H13NS2, from the OMol25 dataset.

Last column: Mulliken charge in e.
Cartesian coordinates (Å):
C  -0.515  -2.431  0.034  -1.032
C  0.748  -2.296  0.475  0.912
C  1.959  -2.371  -0.395  -1.338
N  0.994  -2.025  1.809  -0.457
H  -1.334  -2.126  0.671  0.239
H  -0.701  -2.915  -0.912  0.288
H  2.559  -3.240  -0.097  0.395
H  2.634  -1.521  -0.290  0.309
H  1.725  -2.491  -1.448  0.310
H  1.863  -1.604  2.084  0.201
H  0.235  -1.939  2.453  0.180
C  -2.535  4.028  -0.426  -0.874
S  -2.035  2.351  -0.851  -0.052
S  0.020  2.654  -0.763  -0.071
C  0.497  0.947  -0.387  -0.917
H  -2.239  4.233  0.602  0.309
H  -2.064  4.753  -1.089  0.285
H  -3.612  4.152  -0.514  0.314
H  0.050  0.266  -1.105  0.332
H  1.578  0.879  -0.469  0.289
H  0.173  0.697  0.619  0.379

Values from the calculation:
Structure (SMILES) = C=C(C)N.CSSC
Spin multiplicity = 1
Gap between HOMO and LUMO = 8.5 eV

Arrangement R

The following is a quantum chemistry calculation of 2 unconnected molecules or ions with the total composition C5H13NS2, from the OMol25 dataset.

Last column: Mulliken charge in e.
Cartesian coordinates (Å):
N  0.764  0.870  1.929  -0.409
C  -0.097  1.058  0.781  0.396
C  -0.949  2.288  1.036  -1.445
C  0.739  1.020  -0.470  -0.495
S  -0.162  1.382  -1.934  -0.094
S  0.742  -1.915  0.775  -0.167
C  0.565  -2.225  -0.996  -0.487
C  -0.968  -2.281  -1.351  -0.918
H  0.996  -0.085  2.165  0.146
H  1.500  1.534  2.118  0.211
H  -0.813  0.238  0.833  0.148
H  -1.457  2.211  1.995  0.366
H  -0.237  3.123  1.115  0.330
H  -1.642  2.497  0.219  0.368
H  1.252  0.052  -0.490  0.162
H  1.572  1.736  -0.365  0.302
H  1.000  -3.181  -1.301  0.413
H  1.007  -1.510  -1.688  0.290
H  -1.421  -1.358  -1.009  0.239
H  -1.002  -2.266  -2.439  0.293
H  -1.389  -3.187  -0.924  0.350

Values from the calculation:
Spin multiplicity = 1
Gap between HOMO and LUMO = 4.5 eV

Of them, arrangement P has the lowest stability.

Arrangement P

The following is a quantum chemistry calculation of 2 unconnected molecules or ions with the total composition C5H14N2O, from the OMol25 dataset.

Last column: Mulliken charge in e.
Cartesian coordinates (Å):
C  -1.250  0.531  0.429  -0.533
C  -0.307  -0.102  -0.594  -0.282
C  0.581  0.982  -1.229  0.461
C  0.122  1.799  -2.156  -0.845
C  2.677  -0.140  -0.323  -0.043
N  1.928  0.900  -0.786  -0.058
N  -2.126  -0.609  1.223  -0.310
H  -1.874  1.315  -0.066  0.397
H  -0.619  0.969  1.268  0.329
H  0.301  -0.862  -0.175  -0.090
H  -1.025  -0.568  -1.322  0.396
H  -0.929  1.968  -2.356  0.252
H  0.684  2.266  -2.974  0.340
H  2.255  -1.072  -0.052  0.219
H  3.776  -0.078  -0.197  0.310
H  2.367  1.799  -0.978  0.334
H  -1.619  -1.433  1.449  0.300
H  -2.953  -0.784  0.488  0.438
H  -2.451  -0.048  2.046  0.394
H  0.161  -2.306  2.913  0.317
H  0.302  -2.593  1.409  0.334
O  -0.002  -1.933  1.983  -0.662

Values from the calculation:
Spin multiplicity = 1
Gap between HOMO and LUMO = 8.8 eV
Net charge = +2

Arrangement Q

The following is a quantum chemistry calculation of a gas-phase ion, C5H14N2O (charge +2), from the OMol25 dataset.

Last column: Mulliken charge in e.
Cartesian coordinates (Å):
C  1.269  -1.304  1.516  -0.957
C  0.147  -1.304  0.827  0.447
N  -0.537  -2.576  0.600  -0.288
C  -0.831  -0.129  0.606  -0.990
C  -0.559  0.680  -0.705  0.238
N  -0.989  2.187  -0.571  -0.361
C  0.965  0.891  -0.894  -0.748
O  1.120  1.878  -1.858  -0.509
H  1.621  -0.310  1.830  0.300
H  1.896  -2.192  1.616  0.350
H  -1.561  -2.413  0.628  0.393
H  -0.377  -3.373  1.265  0.417
H  -0.389  -3.057  -0.315  0.390
H  -1.833  -0.500  0.747  0.449
H  -0.511  0.659  1.344  0.346
H  -1.021  0.213  -1.652  0.314
H  -0.366  2.738  0.004  0.338
H  -0.930  2.624  -1.513  0.410
H  -1.974  2.328  -0.405  0.326
H  1.628  0.748  -0.003  0.445
H  1.245  -0.128  -1.406  0.308
H  1.986  2.340  -1.661  0.382

Values from the calculation:
Structure (SMILES) = C=C([NH3+])C[C@@H]([NH3+])CO
Spin multiplicity = 1
Gap between HOMO and LUMO = 10.8 eV
Net charge = +2

Arrangement R

The following is a quantum chemistry calculation of 2 unconnected molecules or ions with the total composition C5H14N2O, from the OMol25 dataset.

Last column: Mulliken charge in e.
Cartesian coordinates (Å):
C  -1.027  0.068  1.223  -0.418
C  0.130  -0.025  0.211  -0.789
C  0.006  0.684  -1.086  0.357
C  0.957  1.509  -1.539  -0.788
C  -1.458  0.743  -2.998  -0.210
N  -0.999  0.136  -1.954  0.001
N  -0.616  -0.455  2.600  -0.261
H  -1.887  -0.548  0.995  0.292
H  -1.262  1.136  1.450  0.352
H  1.096  0.157  0.670  0.463
H  0.258  -1.163  0.094  0.387
H  1.716  1.946  -0.892  0.284
H  0.959  1.729  -2.626  0.291
H  -1.296  1.801  -3.103  0.352
H  -2.137  0.201  -3.646  0.294
H  -1.320  -0.801  -1.727  0.331
H  0.402  -0.714  2.627  0.269
H  -0.989  -1.383  2.810  0.395
H  -0.670  0.218  3.374  0.387
H  3.197  -1.325  2.265  0.324
H  2.597  -2.721  2.066  0.305
O  2.382  -1.785  2.037  -0.618

Values from the calculation:
Spin multiplicity = 1
Gap between HOMO and LUMO = 9.5 eV
Net charge = +2

Of them, arrangement P has the lowest stability.

Arrangement P

The following is a quantum chemistry calculation of a molecular structure, C4H7N3OS, from the OMol25 dataset.

Last column: Mulliken charge in e.
Cartesian coordinates (Å):
C  -1.122  1.515  -0.021  -0.406
C  0.092  2.084  -0.023  -0.130
C  -0.722  -0.855  -0.049  0.564
C  -1.308  0.253  0.753  -0.550
N  -1.443  -1.634  -0.789  -0.677
N  3.087  -0.727  -0.464  -0.440
N  0.577  -1.303  0.405  -0.344
O  1.146  1.506  0.617  -0.639
S  2.094  -0.460  0.681  0.650
H  -2.083  1.897  -0.413  0.304
H  0.320  2.997  -0.624  0.362
H  -0.800  0.242  1.751  0.268
H  -2.311  0.006  0.956  0.342
H  -0.747  -2.297  -1.298  0.203
H  2.536  -1.213  -1.209  0.275
H  0.683  -2.011  -0.273  0.217

Values from the calculation:
Spin multiplicity = 1
Gap between HOMO and LUMO (spin up / spin down) = 6.9 / 6.9 eV

Arrangement Q

The following is a quantum chemistry calculation of 2 unconnected molecules or ions with the total composition C4H7N3OS, from the OMol25 dataset.

Last column: Mulliken charge in e.
Cartesian coordinates (Å):
C  3.755  0.243  0.733  -0.329
C  3.070  -0.862  0.200  -0.178
N  2.123  -0.355  -0.590  -0.467
N  2.318  0.896  -0.602  0.417
N  3.199  1.389  0.251  -0.562
H  4.512  0.186  1.473  0.413
H  3.064  -1.864  0.289  0.479
H  1.671  1.495  -1.025  0.219
C  -2.718  1.549  -0.470  -0.943
C  -1.480  0.706  -0.190  0.406
O  -0.929  -0.011  -1.192  -0.456
S  -0.724  0.874  1.263  -0.268
H  -3.681  0.964  -0.447  0.261
H  -2.613  2.363  0.368  0.291
H  -2.571  2.185  -1.296  0.324
H  -0.224  -0.555  -0.978  0.393

Values from the calculation:
Structure (SMILES) = c1cn[nH]n1.CC(O)=S
Spin multiplicity = 1
Gap between HOMO and LUMO = 9.1 eV

Of them, arrangement P has the lowest stability.